{"formula": "C2H9N2O2S", "method": "ωB97M-V/def2-TZVPD", "energy_ev": -20120.2664, "orbital_gap_ha": 0.4236, "homo_ev": -15.224, "total_charge": 1, "e_above_lowest_kj_mol": 188.4, "elements": ["S", "O", "O", "N", "N", "C", "C", "H", "H", "H", "H", "H", "H", "H", "H", "H"], "coordinates": [[-1.3885, -1.6135, -0.1950], [-2.1067, -0.6313, 0.5977], [-1.1752, -1.2048, -1.5632], [0.1388, -1.9858, 0.4568], [-0.6326, 1.0905, -0.5405], [0.4034, 0.9160, 0.4133], [1.1756, -0.3883, 0.1988], [-0.0704, -2.2120, 1.3744], [-0.8770, 2.0739, -0.5974], [-0.5680, 0.5940, -1.4884], [0.9509, 1.8182, 0.1735], [-1.7741, -2.8753, -0.0271], [-1.5151, 0.5112, -0.2933], [0.2008, 1.1148, 1.4328], [1.9285, -0.7268, 0.9604], [1.5618, -0.5061, -0.8045]], "forces_ev_per_a": [[3.24, -0.43, 0.52], [-0.70, -1.15, 0.23], [-0.39, -0.94, 0.03], [-0.03, 4.13, -4.41], [-3.87, -0.74, -2.07], [2.77, -0.48, -0.30], [-0.88, -2.74, 1.86], [0.14, -0.18, 2.97], [-0.19, 0.03, -0.48], [0.95, 1.19, 1.09], [1.76, -0.34, 0.09], [-1.17, -0.31, -0.31], [0.66, 1.58, 0.72], [-1.37, -0.32, 0.97], [-0.72, 1.05, -0.77], [-0.21, -0.36, -0.14]]}


{"formula": "C2H9N2OP", "method": "ωB97M-V/def2-TZVPD", "energy_ev": -16534.8727, "orbital_gap_ha": 0.3102, "homo_ev": -7.678, "e_above_lowest_kj_mol": 239.3, "elements": ["P", "O", "N", "N", "C", "C", "H", "H", "H", "H", "H", "H", "H", "H", "H"], "coordinates": [[0.3498, 1.1029, 0.8583], [0.7546, 1.9195, -0.4749], [-1.1178, 0.7294, 0.2055], [1.7756, -0.5496, 0.2769], [-2.0424, -0.2311, 0.8169], [1.5087, -0.9308, -1.0355], [1.5664, 2.3424, -0.2363], [1.4870, -1.2484, 0.9718], [1.4648, -1.9550, -0.9758], [-1.5977, 1.4306, -0.3744], [-2.0297, -1.2068, 0.3702], [2.1535, -0.3738, -1.6781], [-1.6537, -0.4337, 1.7903], [-3.0065, 0.1192, 0.8348], [0.3874, -0.7148, -1.3498]], "forces_ev_per_a": [[1.91, -2.51, -0.62], [-0.23, 0.62, -0.09], [-1.91, -0.33, -0.54], [-1.86, 3.17, 3.78], [2.86, -0.34, -0.08], [-3.49, 1.67, -0.34], [1.11, 0.76, -0.29], [0.21, 0.11, -0.47], [0.83, -2.73, -1.25], [0.88, -0.62, 0.13], [0.04, -0.41, -0.86], [0.47, -0.43, -0.97], [-0.20, 0.00, 1.19], [-2.25, 0.93, 0.27], [1.63, 0.10, 0.14]]}


{"formula": "C2H9N3O", "method": "ωB97M-V/def2-TZVPD", "energy_ev": -8736.1082, "orbital_gap_ha": 0.3681, "homo_ev": -9.103, "smiles": "[H]/N=C(/C)N.NO", "e_above_lowest_kj_mol": 225.0, "elements": ["O", "N", "N", "N", "C", "C", "H", "H", "H", "H", "H", "H", "H", "H", "H"], "coordinates": [[0.3282, 0.6488, -2.4058], [-1.3751, -0.5974, 0.0563], [0.0847, 1.2175, 0.5126], [0.8879, -0.6147, -2.0506], [-0.4861, -0.0242, 0.7588], [-0.1323, -0.6069, 2.0977], [-0.0884, 1.6523, -0.3811], [-0.5851, -1.5878, 2.1976], [0.9483, -0.6910, 2.2100], [0.7170, 1.6274, 1.1794], [1.6531, -0.4006, -1.3524], [-0.5049, 0.0427, 2.8882], [0.0289, 0.6165, -3.3264], [-1.6605, -0.0673, -0.7646], [0.1843, -1.2153, -1.6197]], "forces_ev_per_a": [[-0.51, 0.26, 0.59], [-0.21, -0.45, -0.26], [-0.31, -0.79, -0.03], [1.65, -0.20, -0.13], [-0.34, 1.22, 0.65], [0.33, -0.17, -0.18], [0.23, 0.03, 0.12], [-0.01, 0.00, -0.01], [0.09, -0.03, 0.09], [-0.09, -0.03, -0.24], [-1.51, -0.21, -1.09], [-0.03, 0.05, 0.04], [0.47, -0.52, 0.25], [0.26, 0.16, -0.01], [-0.01, 0.67, 0.22]]}


{"formula": "C2H9N3O", "method": "ωB97M-V/def2-TZVPD", "energy_ev": -8733.3510, "orbital_gap_ha": 0.3683, "homo_ev": -8.898, "e_above_lowest_kj_mol": 491.0, "elements": ["O", "N", "N", "N", "C", "C", "H", "H", "H", "H", "H", "H", "H", "H", "H"], "coordinates": [[-1.0237, -1.6273, -0.1702], [1.3006, 0.8543, 0.4894], [0.6303, -0.3536, 0.5708], [1.3904, -1.5330, 0.1405], [-1.5485, 0.5542, 0.4502], [-0.5961, -0.3612, -0.0899], [1.8946, -1.2442, -0.6797], [1.1908, 1.1411, -0.6366], [0.0170, 0.4520, -1.4995], [-1.4281, 0.8068, 1.4863], [-1.6036, 1.3311, -0.3142], [-2.4202, -0.0389, 0.2876], [0.7392, 1.5772, 0.9377], [2.1034, -1.7772, 0.8074], [-0.2440, -2.2162, -0.2384]], "forces_ev_per_a": [[-1.46, -0.41, -0.96], [0.55, 0.69, -2.85], [1.28, -0.94, 0.55], [-0.26, 1.55, 0.26], [-1.91, 1.10, -1.64], [3.83, -1.42, -1.26], [0.26, 0.14, -0.79], [0.21, -0.65, 2.49], [-1.03, -1.50, 1.55], [0.18, 0.31, 0.29], [-0.27, 0.73, 1.00], [-1.36, 0.10, 0.45], [0.06, -0.35, 0.23], [-0.07, 0.26, 0.64], [0.01, 0.39, 0.03]]}


{"formula": "C2H9N3O", "method": "ωB97M-V/def2-TZVPD", "energy_ev": -8735.6235, "orbital_gap_ha": 0.2855, "homo_ev": -7.969, "e_above_lowest_kj_mol": 271.7, "elements": ["O", "N", "N", "N", "C", "C", "H", "H", "H", "H", "H", "H", "H", "H", "H"], "coordinates": [[0.8715, 0.3690, -0.6942], [0.0294, -2.1218, 0.7703], [0.2477, -0.0027, 1.6868], [-1.1153, 1.2330, -1.6849], [0.1518, -1.2552, 1.8700], [0.3443, 1.3031, -1.5213], [-0.5590, -1.7538, 0.0354], [-1.5086, 1.3203, -0.7572], [0.9074, -2.4040, 0.3490], [0.2665, 0.7148, 2.4056], [0.8075, 1.2705, -2.5256], [-1.4384, 0.3752, -2.1025], [0.5555, 0.3190, 0.5996], [0.6748, 2.3265, -1.2030], [-0.2352, -1.6937, 2.7719]], "forces_ev_per_a": [[0.18, -1.00, 1.64], [0.24, -0.76, 0.26], [0.83, 0.04, 0.59], [0.36, 1.09, 0.25], [-1.94, 0.51, -1.07], [0.50, 0.80, -0.62], [0.35, 0.60, -0.14], [-0.33, -0.12, -0.05], [0.01, 0.03, 0.11], [-0.31, -0.63, 0.39], [-0.29, -0.48, 0.03], [0.24, -0.27, 0.01], [0.26, 0.42, -2.50], [-0.91, -0.20, 0.10], [0.83, -0.02, 1.00]]}


{"formula": "C2H9N3O", "method": "ωB97M-V/def2-TZVPD", "energy_ev": -8717.9828, "orbital_gap_ha": 0.3531, "homo_ev": -17.872, "total_charge": 2, "smiles": "N/C([NH3+])=C(/[NH3+])O", "e_above_lowest_kj_mol": 152.4, "elements": ["O", "N", "N", "N", "C", "C", "H", "H", "H", "H", "H", "H", "H", "H", "H"], "coordinates": [[1.4393, -1.5086, 0.0508], [-1.3923, -1.4184, 0.0357], [-1.5388, 0.9466, 0.0074], [1.8091, 0.9196, 0.2102], [-0.6050, -0.3300, 0.0531], [0.7500, -0.4056, -0.0834], [-0.9826, 1.8171, -0.1824], [1.8782, -1.9065, -0.7132], [-2.3244, -1.3016, -0.2629], [2.7457, 0.7050, -0.2013], [-2.0983, 0.7639, -0.8589], [-2.2270, 1.1737, 0.7939], [1.5287, 1.8488, -0.1432], [2.1122, 1.0639, 1.2565], [-1.0948, -2.3677, 0.0379]], "forces_ev_per_a": [[-0.28, -0.36, 0.65], [-0.03, 0.74, 0.30], [1.27, -0.19, -0.73], [0.10, -0.76, 1.67], [-0.30, 0.58, 0.06], [1.00, 2.81, 0.64], [-0.69, -0.81, 0.20], [-0.04, 0.18, -0.50], [-1.15, -0.12, -0.30], [-0.94, -0.09, -0.25], [0.21, 0.52, 0.62], [1.22, -0.90, -0.64], [0.10, -0.52, 0.01], [-1.21, -0.54, -1.93], [0.74, -0.52, 0.19]]}


{"formula": "C2H9N4", "method": "ωB97M-V/def2-TZVPD", "energy_ev": -8173.0297, "orbital_gap_ha": 0.4052, "homo_ev": -14.188, "total_charge": 1, "e_above_lowest_kj_mol": 173.4, "elements": ["N", "N", "N", "N", "C", "C", "H", "H", "H", "H", "H", "H", "H", "H", "H"], "coordinates": [[-2.5206, 0.2784, -0.1561], [2.5263, -0.4233, -0.1788], [0.3564, -0.9315, 0.0050], [1.1043, 1.0136, 0.9045], [1.3017, -0.1439, 0.2101], [-0.6871, -0.8881, -0.7192], [2.6192, -1.2168, -0.7352], [-2.5988, 1.1653, -0.6402], [1.7720, 1.5320, 1.4614], [-2.1295, 0.6369, 0.7786], [-1.2548, -1.7866, -0.7082], [-3.2243, -0.4173, -0.0114], [0.2202, 1.3396, 1.0861], [3.3269, 0.0107, 0.1552], [-0.8119, -0.1691, -1.4518]], "forces_ev_per_a": [[2.87, 1.61, 3.00], [-0.93, -0.25, -0.21], [-3.10, -2.72, -0.66], [1.95, -0.44, -0.16], [2.93, 4.50, 2.18], [0.58, -1.27, 0.48], [0.47, -1.49, -0.81], [-1.27, -0.64, -0.62], [0.51, -0.49, -0.54], [-1.22, -1.28, -1.46], [-0.82, -0.31, -0.18], [-0.96, 0.53, -0.24], [-2.47, 0.26, 0.36], [1.40, 1.05, 0.56], [0.07, 0.93, -1.69]]}


{"formula": "C2H9N4O", "method": "ωB97M-V/def2-TZVPD", "energy_ev": -10218.2871, "orbital_gap_ha": 0.3902, "homo_ev": -13.533, "total_charge": 1, "e_above_lowest_kj_mol": 478.9, "elements": ["O", "N", "N", "N", "N", "C", "C", "H", "H", "H", "H", "H", "H", "H", "H", "H"], "coordinates": [[-0.5724, 3.1508, 1.3878], [0.6654, 1.1979, 1.6159], [0.0171, -2.4409, -2.2615], [-0.4765, -0.7229, 0.6568], [-0.9326, -1.7840, 0.0662], [0.0670, 0.1538, 1.1736], [0.6095, 2.4398, 0.9121], [-0.7539, 3.8976, 0.8033], [0.9799, 1.0867, 2.4801], [0.1824, -3.4440, -2.0871], [0.8745, -2.0773, -2.0318], [-1.6991, -2.2507, 0.5212], [-0.2914, -2.1238, -3.1231], [1.5962, 2.8534, 1.1404], [0.4580, 2.1272, -0.2325], [-0.7240, -2.0637, -1.0216]], "forces_ev_per_a": [[1.81, -0.73, -0.55], [-1.53, -0.07, -3.38], [-1.12, -2.28, 2.40], [0.02, 0.03, 0.13], [-0.34, -0.88, -0.54], [-1.00, -1.51, -1.24], [-1.84, 0.07, -1.74], [0.09, 0.01, 0.03], [2.17, 0.16, 4.62], [-0.73, 0.45, -1.10], [2.54, 1.59, 0.30], [-0.34, 0.47, 0.31], [-0.57, -0.03, -2.11], [-0.45, 0.88, -0.42], [0.66, 1.09, 2.38], [0.62, 0.74, 0.92]]}


{"formula": "C2H9N5", "method": "ωB97M-V/def2-TZVPD", "energy_ev": -9665.5584, "orbital_gap_ha": 0.3527, "homo_ev": -8.766, "smiles": "[H]/N=C(/NN)NNC", "e_above_lowest_kj_mol": 515.0, "elements": ["N", "N", "N", "N", "N", "C", "C", "H", "H", "H", "H", "H", "H", "H", "H", "H"], "coordinates": [[0.1460, 1.8538, -0.2685], [-0.6971, 0.9141, 0.4677], [-2.0430, -0.7560, 0.3035], [1.4098, -0.4387, -0.5504], [0.0121, -0.7398, -0.9587], [1.5517, -0.6934, 0.9060], [-0.9911, -0.2543, -0.0095], [2.7717, -0.6176, 0.9932], [1.1310, 2.0294, 0.1067], [1.1613, 0.2214, 1.4855], [1.5876, 0.5556, -0.5029], [-2.2155, -1.6969, -0.2318], [1.4505, -1.7223, 1.1732], [0.1316, -1.8622, -0.9839], [0.3242, 1.5184, -1.3851], [-1.5010, 1.4271, 1.0111]], "forces_ev_per_a": [[0.60, -0.15, -3.00], [0.90, 6.84, 2.09], [-5.32, -5.34, -0.48], [-0.64, -1.32, 1.31], [1.47, -2.41, 0.66], [4.88, 2.25, -0.42], [3.88, -1.44, -3.43], [-2.66, 0.03, 0.16], [-2.04, -0.60, 0.04], [0.16, -2.30, -0.14], [-0.30, -0.48, -1.29], [0.50, 2.15, 1.61], [-1.12, -0.39, 0.52], [-1.26, 3.50, 0.02], [-1.23, 1.12, 4.12], [2.16, -1.47, -1.79]]}


{"formula": "C2H9N5O", "method": "ωB97M-V/def2-TZVPD", "energy_ev": -11712.5493, "orbital_gap_ha": 0.3385, "homo_ev": -8.500, "smiles": "CNN/C(=N\\O)NN", "e_above_lowest_kj_mol": 671.6, "elements": ["O", "N", "N", "N", "N", "N", "C", "C", "H", "H", "H", "H", "H", "H", "H", "H", "H"], "coordinates": [[-0.2321, 2.2793, -1.5074], [-0.4184, -1.1605, -0.8432], [0.2110, 0.6990, 0.5427], [-0.3663, 0.2100, 1.7146], [-0.2593, 0.8315, -1.7202], [0.5219, -2.2659, -0.4953], [-0.1693, 0.1905, -0.6648], [0.5793, -0.5237, 2.5195], [-0.9063, -1.3385, -1.7314], [1.5369, -1.8619, -0.0153], [0.0639, -3.0036, 0.4078], [-0.6741, 2.6205, -2.3764], [1.2248, -1.3517, 2.0374], [0.0533, 1.7418, 0.5561], [-1.0275, -0.4790, 1.4349], [1.3292, 0.1896, 2.9485], [-0.0255, -0.9513, 3.2793]], "forces_ev_per_a": [[-1.22, -0.20, -2.16], [0.00, -2.06, 1.25], [0.08, 2.80, 0.25], [0.24, -1.03, 0.22], [-0.54, 3.12, -3.10], [1.14, -0.36, 3.83], [0.87, -1.84, 1.35], [2.39, 0.18, -0.07], [0.92, 0.04, 0.63], [-4.05, -1.08, -1.83], [1.54, 3.38, -3.29], [1.30, -1.05, 2.44], [-1.21, 1.12, 0.30], [0.55, -1.52, -0.49], [-1.10, -0.37, -0.28], [-0.73, -0.59, -0.11], [-0.15, -0.53, 1.06]]}